30
Properties=species:S:1:pos:R:3:forces:R:3 method="wB97M-V/def2-TZVPD" homo_lumo_gap_ev=9.86 de_lowest_kcal_mol=56.0 spin_multiplicity=1 molar_mass_g_mol=180.15 smiles=O.O.O.O.O.O.O.O.O.O
O -19.30450 3.21521 26.09087 0.305 0.044 -0.170
H -19.05716 4.14598 26.05636 -0.358 0.055 0.138
H -19.88664 3.09252 25.32978 -0.038 0.066 0.081
O -20.95163 -0.98672 21.85882 -0.339 0.775 0.357
H -21.38611 -0.10392 22.04044 0.211 -1.047 -0.153
H -21.64295 -1.52745 21.46502 0.095 -0.072 0.017
O -18.56169 -2.13291 22.81485 -0.229 0.189 0.024
H -17.89527 -1.46607 22.61871 0.057 -0.068 0.165
H -19.40568 -1.64895 22.78968 0.194 -0.310 -0.248
O -18.30983 -0.36688 25.36204 0.000 0.389 0.080
H -18.92763 -0.99970 24.98377 0.182 -0.127 -0.038
H -18.51988 0.46964 24.90855 0.018 -0.436 0.191
O -16.36797 3.34149 25.39159 0.076 0.159 -0.352
H -17.32443 3.45497 25.31957 0.013 -0.376 0.280
H -16.24838 2.38953 25.48440 -0.083 0.046 0.067
O -19.16914 1.54233 23.53681 -0.105 0.317 -0.312
H -18.84013 2.39996 23.22541 0.107 -0.154 0.019
H -19.60996 1.15697 22.77112 -0.041 -0.009 0.136
O -19.52994 -0.01105 19.64682 0.243 0.253 0.241
H -19.90229 -0.72163 19.11801 0.026 -0.029 0.047
H -19.62434 -0.31834 20.56602 -0.204 -0.178 -0.516
O -18.20329 3.94693 22.18644 0.310 0.128 0.012
H -17.53465 4.52149 22.58492 -0.006 -0.149 0.027
H -17.72627 3.45067 21.50908 -0.122 0.023 -0.008
O -22.16443 1.27134 22.33440 -0.339 0.710 0.030
H -22.01854 2.10216 21.86482 0.029 -0.108 0.007
H -22.66648 1.51551 23.12178 0.166 -0.121 0.017
O -20.53109 4.55971 23.71770 0.099 0.013 -0.205
H -20.88809 5.40385 23.42307 -0.025 -0.027 0.086
H -19.77158 4.39716 23.13463 -0.241 0.044 -0.019